No. 1
Here is a cluster of 2 separate species, C5H10NO3 in total at a distorted geometry from the OMol25 dataset. Energies are from ωB97M-V/def2-TZVPD.

```
19
Properties=species:S:1:pos:R:3:forces:R:3:lowdin_charge:R:1
C 0.970 1.194 -2.839 -4.020 6.646 3.134 0.1196
C -0.253 1.522 -1.756 -0.276 -0.683 -2.355 -0.5900
O 0.106 1.804 -0.565 0.971 0.076 0.342 0.2269
O -1.376 1.567 -2.194 0.054 -0.018 0.189 0.1052
H 0.458 0.968 -3.676 -1.989 -0.085 -2.852 0.0541
H 1.588 0.493 -2.701 4.855 -5.366 2.104 -0.0020
H 1.422 2.180 -2.773 0.437 -0.081 -0.833 0.0972
C 0.634 -0.849 2.371 1.685 1.586 0.589 -0.1849
C -0.462 0.134 2.615 -3.335 -0.763 -2.791 -0.1145
C 0.327 -1.619 1.136 -2.215 -2.126 -0.933 -0.4871
O 0.144 -2.818 1.326 0.641 0.177 -0.686 0.0251
N -0.162 -1.112 -0.113 1.470 -1.064 2.854 0.1672
H 1.551 -0.193 2.313 -0.524 -0.965 -0.197 0.1290
H 0.778 -1.496 3.255 -0.086 -0.173 -1.005 0.1245
H -0.809 0.249 3.581 0.151 0.681 2.243 0.0462
H -1.496 -0.077 2.093 1.929 -0.417 0.669 0.1275
H -0.411 -1.881 -0.714 -0.029 0.398 -0.258 0.1045
H -0.038 -0.169 -0.380 0.034 0.232 -0.217 0.0147
H -0.200 0.996 2.083 0.250 1.944 0.004 0.0368
```
Forces are in eV/Å.

Output
* energy relative to the best compared isomer or geometry (same formula, charge and spin): 2.102 eV
* 2S+1: 2
* strongest force on any atom: 8.376 eV/Å
* gap between HOMO and LUMO (spin up / spin down): 10.1 / 5.5 eV

No. 2
Here is the ion C5H10NO3 with charge +1 at a distorted geometry from the OMol25 dataset. Energies are from ωB97M-V/def2-TZVPD.

```
19
Properties=species:S:1:pos:R:3:forces:R:3:lowdin_charge:R:1
C -0.857 -0.705 0.214 -2.380 2.623 -0.209 -0.1966
C -0.748 0.864 0.683 -0.231 -1.081 -1.374 -0.4224
C 0.814 -1.207 -1.585 -1.390 2.846 -0.182 0.0387
C 0.258 2.880 -0.061 -3.439 -1.485 2.290 0.0575
C 0.429 -1.341 -0.192 -2.244 -0.007 0.677 -0.2358
N 0.924 -2.039 0.772 -0.389 -0.905 0.283 0.2743
O -1.397 -1.395 1.311 -0.155 0.432 -0.398 -0.0020
O -1.501 1.366 1.467 0.505 -0.826 -0.007 0.1650
O 0.131 1.438 -0.104 0.446 -0.664 -0.055 -0.0264
H -1.595 -0.580 -0.748 1.631 -0.751 2.293 0.2238
H 1.488 -1.948 -1.784 1.658 -1.848 -1.484 0.0708
H -0.022 -0.935 -2.344 1.210 -1.294 1.521 0.1629
H 1.324 -0.233 -1.578 0.474 -0.073 -0.069 0.1230
H -0.687 3.181 0.467 1.416 0.546 -0.188 0.1271
H 0.187 3.149 -1.032 0.139 1.212 -3.020 0.0688
H 1.165 3.071 0.388 1.676 0.904 1.084 0.0870
H 0.295 -2.069 1.645 1.143 -0.003 -1.406 0.1881
H 1.608 -2.782 0.615 0.069 0.586 0.203 0.1723
H -1.817 -0.713 1.869 -0.140 -0.212 0.039 0.1237
```
Forces are in eV/Å.

Output
* net charge: +1
* energy relative to the best compared isomer or geometry (same formula, charge and spin): 1.650 eV
* strongest force on any atom: 4.391 eV/Å
* gap between HOMO and LUMO: 10.3 eV

No. 3
Here is a cluster of 2 separate species, C5H10NO3S2 in total at a distorted geometry from the OMol25 dataset. Energies are from ωB97M-V/def2-TZVPD.

```
21
Properties=species:S:1:pos:R:3:forces:R:3:lowdin_charge:R:1
C -0.524 2.522 -0.456 1.149 0.521 1.151 -0.7926
C -1.415 -0.929 0.582 -2.735 -2.710 -1.285 -0.0828
C 1.501 1.502 0.827 0.816 -1.589 1.412 -0.1210
C -1.264 -0.612 -0.867 0.361 -0.310 -0.517 -0.4063
C 0.835 1.992 -0.417 -1.008 1.488 1.845 -0.4555
N -0.091 0.039 -1.224 2.097 1.416 -0.582 -0.3169
O -1.679 2.269 -0.372 -0.535 -0.180 -0.273 0.0531
O 1.668 -1.368 -0.041 0.564 0.083 -0.216 -0.4219
O 2.202 -0.162 -2.192 -0.797 -0.358 1.477 -0.4052
S 0.497 3.954 -0.336 0.047 0.269 -0.483 0.7734
S 1.199 -0.769 -1.290 -0.435 -2.650 -2.219 0.5255
H -1.633 -0.156 1.261 -0.220 1.090 0.612 0.0508
H -2.238 -1.735 0.562 0.646 1.240 0.670 0.0952
H -0.569 -1.486 0.822 1.622 -0.619 0.989 0.0275
H 0.849 1.398 1.730 0.180 0.053 -0.938 0.1006
H 2.038 0.527 0.672 -1.208 0.655 -0.003 0.0569
H 2.368 2.047 1.180 -0.075 1.122 -0.305 0.0628
H -1.194 -1.517 -1.463 -0.806 -1.195 0.031 0.0730
H -2.008 -0.018 -1.321 -1.529 0.480 0.004 0.0829
H 1.190 1.643 -1.324 1.070 0.395 -1.662 0.0412
H 0.680 -1.946 -1.961 0.796 0.796 0.291 0.0595
```
Forces are in eV/Å.

Output
* net charge: -1
* energy relative to the best compared isomer or geometry (same formula, charge and spin): 0.294 eV
* strongest force on any atom: 4.059 eV/Å
* gap between HOMO and LUMO: 7.8 eV

No. 4
Here is the ion C5H10NOS with charge -1 at a distorted geometry from the OMol25 dataset. Energies are from ωB97M-V/def2-TZVPD.

```
18
Properties=species:S:1:pos:R:3:forces:R:3:lowdin_charge:R:1
O -2.545 0.155 -0.420 -0.332 -1.345 0.816 0.0465
C -1.684 0.917 -0.745 -0.784 3.696 -2.685 -0.5390
N -0.351 0.892 -0.601 -2.155 -3.228 2.180 0.0779
C 0.287 -0.308 0.009 0.388 -1.699 -1.244 -0.4549
C 1.436 0.024 0.891 1.792 -0.790 1.188 -0.7019
S 1.886 -1.436 2.057 -0.299 0.983 -1.009 0.0248
C 0.864 -1.134 -1.187 -0.497 1.619 -1.314 -0.0842
C -2.136 2.212 -1.673 3.552 -1.575 -1.603 -0.0207
H 0.147 1.648 -0.916 1.531 1.704 -0.674 0.0970
H -0.420 -1.004 0.550 0.241 1.539 -0.518 0.1290
H 1.220 0.868 1.526 -0.101 0.444 0.227 0.0204
H 2.360 0.244 0.269 -1.029 0.061 0.684 0.0459
H 0.247 -0.852 -2.121 1.333 -0.398 1.093 0.0923
H 0.860 -2.181 -1.133 -0.550 -1.524 0.663 0.0309
H 1.952 -0.936 -1.244 -0.613 0.375 -0.606 0.0623
H -3.172 2.499 -1.666 -0.155 0.179 0.391 0.0411
H -1.342 2.996 -1.612 -1.170 0.180 0.797 0.0482
H -1.816 1.942 -2.766 -1.151 -0.221 1.614 0.0842
```
Forces are in eV/Å.

Output
* net charge: -1
* energy relative to the best compared isomer or geometry (same formula, charge and spin): 1.250 eV
* strongest force on any atom: 4.635 eV/Å
* gap between HOMO and LUMO: 5.9 eV